[1]
Density functional theory data (ωB97M-V/def2-TZVPD) for a molecular structure, C40H31N5O4PSV.

molecular weight: 759.70 g/mol
<S²>: 0.78
Kohn-Sham gap (spin up / spin down): 7.0 / 7.4 eV

```
! wB97M-V def2-TZVPD RIJCOSX def2/J DEFGRID3
* xyz -1 2
V 0.26496 0.71674 -0.92295
S -0.80821 0.87559 1.21520
P 0.38832 -2.08350 1.45004
O 0.48249 0.92782 -2.81097
O 1.22878 5.69878 1.44827
O 1.83375 -0.33013 -0.84772
O -0.20414 2.76542 -1.17550
N 1.26416 3.30297 0.47264
N 1.64864 1.98648 0.30522
N -3.31271 0.15050 1.71434
N -2.85818 0.51655 -0.48269
N -1.87507 0.88901 -1.38775
C 1.01756 -4.34407 3.04423
C -1.62831 2.71585 -5.87131
C 0.24456 5.94984 0.56836
C -1.02109 -2.12719 2.64983
C -0.95745 -1.64190 -2.41826
C 2.44638 -6.15793 2.36079
C -1.59211 1.72835 -3.65359
C 2.52650 -5.59516 1.09313
C 2.91111 -0.53497 -0.13839
C -1.37451 -3.91550 -1.77607
C -3.18719 -2.85224 3.44357
C -2.35152 1.31454 -2.49540
C 1.08650 -3.76672 1.77699
C -1.81033 6.59031 -1.22214
C -0.87391 -3.61996 -0.52262
C -0.24456 4.97875 -0.32151
C -0.20542 1.50518 -3.75319
C -1.26779 5.31833 -1.20424
C 1.68778 -5.52562 3.33425
C 2.72400 1.67158 0.92796
C 3.37184 0.39263 0.81037
C 0.44009 1.88657 -4.94563
C -1.32144 7.54587 -0.33593
C 3.64547 -1.71984 -0.32044
C -1.39873 -2.91608 -2.73599
C 4.50927 0.10619 1.57366
C -2.19190 -2.86107 2.47678
C -0.30724 7.23176 0.54858
C -2.27583 2.32222 -4.71965
C -0.46944 -1.30295 -1.14969
C 5.19345 -1.07834 1.41554
C 0.28815 3.59486 -0.35568
C 4.75393 -1.98979 0.44871
C -2.43191 0.48118 0.73546
C -0.40911 -2.33842 -0.19480
C -1.87052 -1.36120 4.78681
C -0.25340 2.48623 -5.97304
C -0.87788 -1.37356 3.81408
C 1.85798 -4.41510 0.80831
C -3.02918 -2.10336 4.60214
H 1.61135 -5.95293 4.32704
H 0.27669 2.78096 -6.87138
H -4.09466 -3.42340 3.28808
H 1.91837 -3.99527 -0.18868
H 2.96654 -7.08095 2.58554
H -1.72265 -4.91611 -2.00479
H 6.06138 -1.29888 2.02267
H -2.17253 3.18760 -6.67848
H 0.08275 7.96415 1.24407
H 4.84354 0.84043 2.29940
H 5.28681 -2.92237 0.30715
H -1.74171 -0.76801 5.68424
H 0.01677 -0.77495 3.94094
H -2.34077 -3.42770 1.56860
H -3.80812 -2.09372 5.35537
H -0.80939 -4.41578 0.20997
H -1.73677 8.54688 -0.33494
H -0.99152 -0.88854 -3.19329
H -1.61882 4.54800 -1.87915
H 0.42561 -3.86983 3.81859
H -2.60329 6.83793 -1.91563
H 1.50440 1.70067 -5.01663
H -3.02055 0.18821 2.67333
H 3.19746 2.43952 1.53864
H 3.11077 -6.08061 0.32027
H -4.29151 0.13928 1.49188
H -3.34534 2.47767 -4.61852
H 3.29629 -2.41229 -1.07571
H 1.48975 4.74867 1.31533
H -1.76068 -3.12820 -3.73620
H -3.43680 1.35407 -2.56782
*
```



[2]
Density functional theory data (ωB97M-V/def2-TZVPD) for a molecular structure, C40H31N8O3PbS3 at a distorted geometry.

molecular weight: 975.14 g/mol
Kohn-Sham gap: 5.3 eV

```
! wB97M-V def2-TZVPD RIJCOSX def2/J DEFGRID3
* xyz 1 1
Pb -0.54722 -0.11275 -0.64223
S 1.42532 -0.40554 -4.75069
S -3.10714 0.70279 -0.51984
S 5.64062 -2.76148 1.71409
O 6.55785 -3.00754 0.61827
O 5.68892 -3.68875 2.82129
O 5.54711 -1.35454 2.11098
N 0.24238 -2.62101 -0.79075
N -0.04215 2.09936 -0.48475
N 1.66383 6.37061 7.23794
N -4.07368 0.94908 -3.01477
N 1.85713 -0.01631 -0.81576
N -3.19059 -2.46692 -0.68146
N -4.14292 -1.11822 -2.37181
N -0.56326 -0.08694 1.47059
C 0.30728 2.79238 0.67266
C 1.93529 3.74456 4.93971
C -5.20438 -4.36448 -1.00372
C 4.11491 0.07413 -0.07342
C 1.12502 4.84205 5.21979
C 0.24537 2.88329 -1.50935
C 0.83102 4.06374 0.28804
C 2.75266 0.08081 0.16826
C 1.17111 -0.24063 -3.06338
C 2.89580 -2.90423 1.78892
C -0.66917 0.61048 3.60785
C -1.10831 -1.06691 2.22578
C 1.62204 2.91713 3.87555
C 0.01793 5.12453 4.42422
C -0.24874 -0.46683 -5.06520
C -5.16915 -3.23183 -1.79387
C 1.42920 5.69248 6.34174
C 3.61136 -0.10193 -2.41253
C 0.78707 4.11974 -1.07999
C 4.02362 -3.01014 0.98278
C -4.24467 -4.52244 -0.01734
C -3.81577 2.38677 -3.03440
C 2.26630 -0.11295 -2.08404
C 1.63884 -2.83513 1.21722
C -4.14596 -2.31624 -1.57979
C -0.28023 4.30488 3.34959
C 4.54357 -0.01623 -1.38932
C -4.70444 -1.05305 -3.64052
C -0.99417 -0.36225 -3.92705
C -4.66049 0.23244 -4.03384
C -0.16708 -0.22611 -2.78272
C 3.87804 -3.15964 -0.38502
C 0.16625 2.28901 1.95052
C 1.51093 -2.89110 -0.16502
C 2.61731 -3.10766 -0.96496
C 0.51388 3.19479 3.07970
C -3.74819 0.13056 -1.99744
C -3.27078 -3.55142 0.09941
C -0.30630 1.00164 2.31450
C -1.18107 -0.68287 3.55056
H 4.77137 -3.27025 -0.98679
H -5.93788 -3.05839 -2.53109
H 1.20108 4.81672 0.96454
H -0.58125 1.23462 4.48192
H -0.51732 -3.08467 -0.31095
H 2.50249 -3.18859 -2.04199
H 0.21618 -2.88783 -1.76816
H -5.05044 -1.92360 -4.16455
H 5.60235 -0.04507 -1.60990
H 2.80118 3.54264 5.55480
H 2.36044 0.14520 1.17548
H -1.13690 4.51956 2.72356
H -4.99198 0.69672 -4.94532
H 4.81673 0.07571 0.75299
H 2.24614 2.05938 3.65745
H 1.10965 4.92504 -1.71850
H -2.07201 -0.37358 -3.93362
H -0.60116 -0.57815 -6.07853
H -2.51421 -3.65078 0.87008
H -2.78794 2.57253 -2.73265
H 0.76882 -2.68832 1.84275
H 0.07443 2.55472 -2.52631
H -1.41220 -2.00527 1.79063
H -3.98128 2.74512 -4.04611
H -5.98312 -5.10125 -1.14529
H -0.59999 5.98249 4.64980
H 3.92425 -0.18243 -3.44550
H 3.02615 -2.82029 2.86065
H -4.48531 2.89683 -2.34560
H -1.56046 -1.27839 4.36327
H -4.24999 -5.37358 0.64790
*
```



[3]
Density functional theory data (ωB97M-V/def2-TZVPD) for a molecular structure, C40H31O7S3TeW.

molecular weight: 1031.32 g/mol
<S²>: 2.03
Kohn-Sham gap (spin up / spin down): 6.6 / 4.3 eV

```
! wB97M-V def2-TZVPD RIJCOSX def2/J DEFGRID3
* xyz 1 3
W 0.13605 0.90053 -0.73235
Te 0.40451 2.58279 -2.82255
S 0.18988 -1.51776 1.10990
S 2.85477 0.77695 -4.30321
S 2.23728 -2.61526 -1.21853
O 0.28967 -0.51614 -1.68879
O 3.12050 0.79643 -1.01177
O 1.14427 1.44293 0.89863
O 0.59927 1.74856 3.06076
O -1.09605 2.29291 0.03031
O -1.87171 2.82394 2.08353
O -0.83072 -0.41051 0.80198
C 0.23319 -1.75392 2.85103
C 3.22846 -4.90032 2.56493
C 0.51311 -4.67509 -4.79063
C 1.37300 0.07568 -6.25209
C 3.55579 -5.47340 3.81663
C -1.96055 -5.31642 -0.18671
C 0.57107 -2.29675 7.07084
C 2.65378 -0.02640 -5.80127
C 1.58279 -1.85388 4.81669
C -0.91114 -2.02574 3.58921
C 0.68917 -3.27980 -4.73425
C -1.02524 2.39725 1.37061
C 1.22186 -2.68261 -3.62666
C 3.90665 -3.76272 0.54675
C 1.43350 -4.88908 -2.56421
C 1.86885 -4.81807 2.17262
C 2.55067 -3.70285 0.14380
C -2.64179 -4.07751 -0.13116
C -1.99345 -2.93851 0.24041
C 1.20849 1.26855 -4.26142
C 1.61988 -3.49123 -2.52219
C 0.09699 -4.17297 0.50499
C 0.33173 1.84049 1.90752
C -0.07756 -5.30291 -6.00803
C -0.60294 -7.76013 -0.26887
C 0.07614 -6.63096 0.08755
C 0.45240 -2.12706 5.58395
C 1.48035 -1.65458 3.45162
C 1.21811 -5.80441 4.27980
C 0.87157 -5.27599 3.07014
C 4.23361 -4.37421 1.71773
C -0.62566 -3.00712 0.56541
C -1.97547 -7.69954 -0.59485
C -2.63526 -6.50698 -0.55514
C 1.53309 -4.22819 0.91557
C 0.54485 0.82385 -5.36937
C -0.79095 -2.20702 4.95352
C 0.89185 -5.45910 -3.68345
C -0.58214 -5.37409 0.13717
C 2.57395 -5.91676 4.65386
H 1.12600 -6.69488 0.34576
H -0.31932 -2.75993 7.49208
H 0.39161 -2.66697 -5.57499
H 0.44682 -6.13796 4.96132
H 3.48679 -0.52261 -6.27328
H -2.50167 -8.60430 -0.86777
H -3.68873 -6.45142 -0.79930
H -2.49482 -1.98085 0.27225
H 2.83098 -6.35229 5.61018
H 3.49149 1.67147 -1.16944
H 0.48162 -5.00807 -6.89771
H 3.75164 0.34368 -0.44379
H 4.59829 -5.54343 4.10053
H 5.26896 -4.43840 2.02779
H 4.67069 -3.32045 -0.07933
H 1.43690 -2.90677 7.32868
H -1.67448 -2.41134 5.54502
H 1.72330 -5.49740 -1.72214
H 1.03370 -0.34557 -7.18800
H -1.10311 -4.95313 -6.14810
H 0.70094 -1.32449 7.54960
H -0.49874 1.03587 -5.55327
H -3.69338 -4.04696 -0.38755
H 1.32834 -1.60524 -3.57021
H 2.55048 -1.77994 5.29703
H -0.08821 -6.38823 -5.94273
H 0.74944 -6.53148 -3.72151
H 2.35472 -1.41767 2.85732
H -0.17202 -5.18626 2.80015
H -1.87829 -2.08581 3.10548
H -0.08847 -8.71173 -0.29539
*
```



[4]
Density functional theory data (ωB97M-V/def2-TZVPD) for a molecular structure, C40H32Br2IrN3O3P at a distorted geometry.

molecular weight: 985.71 g/mol
Kohn-Sham gap: 6.6 eV

```
! wB97M-V def2-TZVPD RIJCOSX def2/J DEFGRID3
* xyz 1 1
Ir 1.08783 -0.70379 -0.14572
Br 8.08491 -0.28642 -1.19930
Br 4.75901 -1.32828 3.22678
P -0.82401 0.47883 -1.30973
O 2.59499 -0.91234 1.16846
O -1.21055 2.89870 5.49544
O -3.39413 -4.37075 3.85147
N 2.74663 -0.30850 -1.44210
N 0.61389 0.88487 1.39703
N -0.09068 -1.67355 1.28182
C -2.70153 2.83171 -4.05731
C 0.16076 -1.85842 -1.60033
C -1.00813 -3.65815 2.22871
C -0.56955 1.32360 3.39791
C -2.30010 -3.64360 4.38184
C -0.30518 -2.99627 1.24999
C 3.79377 -0.76956 0.64758
C 1.65141 -0.02042 -3.63559
C 0.39305 -3.14539 -2.08649
C -2.25124 0.59455 -0.19251
C -0.45419 3.66913 -3.85090
C 0.70236 3.05095 2.36658
C 4.11019 0.01481 -3.37997
C -0.39833 -3.65266 -3.11045
C -2.43592 1.85966 -3.10521
C -0.89248 -1.12957 -2.14097
C -1.71141 3.73228 -4.43209
C 2.85201 -0.11675 -2.75289
C -2.61006 1.84892 0.30906
C -3.62578 1.96370 1.24620
C -1.51232 -2.94102 3.30364
C -1.69022 -1.62265 -3.16937
C -0.54092 -0.96860 2.33168
C -1.16726 1.77645 -2.53288
C 6.20998 -0.75077 0.84578
C -0.13940 2.63865 3.38995
C 6.34607 -0.46229 -0.47713
C 4.93940 -0.91154 1.40232
C 3.92991 -0.44000 -0.72086
C -4.29426 0.82662 1.68885
C -0.18236 2.69414 -2.89949
C 5.26911 -0.06402 -2.68624
C -1.43696 -2.89589 -3.65492
C -1.26523 -1.58169 3.34461
C 5.21358 -0.31184 -1.30235
C -3.95124 -0.41704 1.18044
C 1.05508 2.14357 1.39243
C -2.93126 -0.53718 0.24417
C -0.16927 0.46457 2.38279
C -0.58760 3.61027 4.44554
H -1.92639 4.49122 -5.17397
H 0.10182 -3.52237 0.40150
H -1.39331 3.49912 6.22328
H -3.21833 1.17630 -2.79684
H -1.16435 -4.72630 2.15234
H -2.67337 -1.51307 -0.15715
H 0.27666 4.17952 4.79610
H 0.89850 0.62223 -3.21712
H -2.03829 -3.30088 -4.45957
H 7.08175 -0.87059 1.47415
H -1.66133 -4.38182 4.86440
H -2.48566 -1.02038 -3.59293
H 1.22153 -3.73516 -1.71007
H -1.28418 4.31758 3.98322
H -1.20838 0.98563 4.19999
H -0.19593 -4.64115 -3.50550
H 4.12266 0.18259 -4.44937
H -4.48655 -1.30213 1.50281
H 0.31290 4.37860 -4.13302
H -4.08390 -3.75819 3.57835
H -3.90644 2.93938 1.62265
H 1.20301 -1.00211 -3.78958
H -2.61362 -2.92825 5.14592
H 1.93797 0.38306 -4.60634
H -5.09431 0.91638 2.41428
H -1.62524 -0.99360 4.17775
H 1.08776 4.06373 2.32883
H 1.71102 2.41514 0.57337
H 6.22694 0.03870 -3.17784
H 0.79918 2.64887 -2.43948
H -3.68548 2.89085 -4.50329
H -2.09899 2.74003 -0.04315
*
```



[5]
Density functional theory data (ωB97M-V/def2-TZVPD) for a molecular structure, C40H33Br2I2N5OP2Se2Ta at a distorted geometry.

molecular weight: 1414.17 g/mol
Kohn-Sham gap: 4.0 eV

```
! wB97M-V def2-TZVPD RIJCOSX def2/J DEFGRID3
* xyz 3 1
Ta -2.49146 -1.05142 0.49963
I -7.08130 -0.36543 -0.02931
I -8.37053 -6.21043 0.55899
Br -4.05465 -1.00017 3.62437
Br -1.07252 -1.78938 3.05852
Se 3.64138 -0.82224 2.61830
Se -2.48455 1.39063 0.97473
P -0.28042 1.83711 0.57076
P 3.51287 0.01058 0.69965
O -4.21099 -1.66327 0.60868
N -0.41034 -0.78046 0.23685
N -2.30942 -3.37955 0.28279
N 1.53702 -1.65257 0.01910
N 0.28192 -1.90183 -0.02273
N -2.32484 -1.42762 -1.58600
C 0.87214 4.73581 3.13520
C 5.52897 -2.76730 -1.45012
C -4.71532 -3.92313 0.83981
C -0.96197 4.60820 -2.28696
C -0.15989 4.16217 -3.33278
C -1.01918 3.88875 -1.10690
C -1.84219 -0.53274 -3.74864
C 4.93875 -0.05826 -1.68173
C 4.96300 4.34850 0.59910
C 0.35779 2.70744 1.96654
C -5.17709 -2.63386 0.58308
C 3.16188 2.80076 0.26624
C 5.79270 3.29624 0.97061
C -2.21648 -2.67765 -2.07764
C -2.35602 -1.27854 4.44193
C 0.57394 2.98970 -3.21000
C 6.00185 -2.03606 -2.53175
C 0.53171 2.26212 -2.03125
C -2.13515 -0.36941 -2.42031
C -6.50041 -2.31568 0.34119
C 4.46310 -0.79380 -0.59478
C -3.25730 -4.16341 1.15537
C -2.50819 -3.79255 -1.13055
C -0.25529 2.72293 -0.97260
C 0.74224 1.94871 3.07859
C 4.75979 -2.15008 -0.47784
C 1.19741 2.59620 4.21207
C -1.71487 -1.82492 -4.25251
C 3.98215 1.74783 0.63426
C 1.74202 -0.32296 0.30470
C 0.48810 0.24413 0.42553
C -5.64421 -4.94908 0.82479
C 0.42677 4.10344 1.98957
C -7.41605 -3.36258 0.34597
C -1.90292 -2.90142 -3.40529
C 1.25075 3.98492 4.24272
C -6.99205 -4.66808 0.58135
C 5.30991 2.00017 0.98930
C 5.70618 -0.68407 -2.65029
C 3.64623 4.10134 0.24559
H -0.11268 4.73219 -4.25110
H -8.46240 -3.16009 0.16253
H 0.73174 0.86479 3.04383
H -5.33227 -5.96767 1.01819
H -1.71537 0.33588 -4.37841
H 1.52324 2.02065 5.06752
H 1.18693 2.64347 -4.03127
H 5.34946 5.35849 0.57921
H 6.09311 -0.11417 -3.48401
H 2.14396 2.61885 -0.03842
H -1.66714 4.22690 -0.30607
H -1.92430 -4.68072 -1.37374
H 4.72639 1.00056 -1.76687
H -1.81099 -3.91739 -3.76473
H 3.00050 4.91771 -0.05250
H -2.24045 0.61653 -1.98804
H -3.03524 -3.89970 2.19155
H 0.15863 4.69184 1.12234
H -1.46644 -1.98714 -5.29310
H 0.93264 5.81491 3.16486
H 5.96191 1.18496 1.28015
H -3.04351 -5.22667 1.03289
H -1.99931 -0.35560 4.88250
H 1.11666 1.35504 -1.93637
H 4.39881 -2.70813 0.37652
H 6.82048 3.48795 1.24656
H 5.77658 -3.81564 -1.35483
H -2.41657 -2.09070 5.15671
H 6.61572 -2.51916 -3.28013
H -1.35319 -3.60688 0.56045
H -1.54141 5.51480 -2.39400
H 1.60021 4.48714 5.13493
H -3.56066 -4.06068 -1.25305
*
```